1.
DFT (the ωB97M-V functional and the def2-TZVPD basis) results for a cluster of 2 separate species, C4H7FN2O in total.

Properties
**Calculated total energy**: -12003.3927 eV
**F_max**: 0.117 hartree/bohr
**Orbital gap**: 9.6 eV
**ΔE to the lowest compared entry with this formula, charge and spin**: 353.6 kJ/mol
**HOMO level**: -9.42 eV

```
! wB97M-V def2-TZVPD RIJCOSX def2/J DEFGRID3
* xyz 0 1
C 0.040 -1.169 -0.414
C 1.132 -0.051 -0.573
C 0.565 1.172 0.249
C -1.223 -0.300 -0.166
H 1.074 -0.945 1.513
H -0.047 -1.975 -1.174
H 1.270 0.319 -1.615
H 1.125 1.146 1.185
H 0.864 2.039 -0.205
H -1.345 1.705 0.514
H -2.982 0.085 -0.063
N -0.752 0.936 0.412
N -2.389 -0.671 -0.321
O 0.282 -1.877 0.814
F 2.387 -0.414 -0.156
*
```

=====

2.
DFT (the ωB97M-V functional and the def2-TZVPD basis) results for a cluster of 2 separate species, C4H7FN2O in total.

Properties
**Calculated total energy**: -12001.7883 eV
**F_max**: 0.129 hartree/bohr
**Orbital gap**: 9.4 eV
**ΔE to the lowest compared entry with this formula, charge and spin**: 508.4 kJ/mol
**HOMO level**: -9.96 eV

```
! wB97M-V def2-TZVPD RIJCOSX def2/J DEFGRID3
* xyz 0 1
C 0.189 -0.734 -0.908
C -0.207 -0.224 0.506
C 0.892 0.544 1.281
C -0.902 1.179 0.331
H 1.017 1.002 -1.247
H 0.356 0.366 -2.833
H -0.466 -1.892 -2.246
H 1.899 0.268 0.983
H 0.867 0.605 2.343
H -1.746 1.319 1.016
H -1.344 1.409 -0.695
N 1.226 -0.030 -1.608
N -0.693 -1.621 -1.318
O 0.475 1.742 0.553
F -0.882 -1.116 1.276
*
```

=====

3.
DFT (the ωB97M-V functional and the def2-TZVPD basis) results for a cluster of 2 separate species, C4H7FN4OS in total.

Properties
**Calculated total energy**: -25816.8713 eV
**SMILES**: CC(=S)NN.Fc1conn1
**F_max**: 0.114 hartree/bohr
**Orbital gap**: 8.5 eV
**HOMO level**: -8.21 eV

```
! wB97M-V def2-TZVPD RIJCOSX def2/J DEFGRID3
* xyz 0 1
C -2.279 1.782 1.186
C -2.069 0.788 -0.009
S -2.801 -0.743 -0.301
N -0.864 1.123 -0.731
N -0.086 2.189 -0.176
H -2.498 2.693 0.677
H -3.195 1.669 1.851
H -1.280 1.876 1.684
H -0.645 0.538 -1.492
H 0.718 1.673 -0.078
H 0.024 2.932 -0.898
F 2.628 -2.327 1.810
C 2.164 -2.236 0.575
C 2.683 -1.946 -0.666
O 1.861 -2.434 -1.651
N 0.939 -3.099 -0.995
N 1.070 -3.105 0.274
H 3.630 -1.373 -1.062
*
```

=====

4.
DFT (the ωB97M-V functional and the def2-TZVPD basis) results for a structure of composition C4H7FO.

Properties
**Calculated total energy**: -9021.0760 eV
**F_max**: 0.144 hartree/bohr
**Orbital gap**: 9.6 eV
**ΔE to the lowest compared entry with this formula, charge and spin**: 501.2 kJ/mol
**HOMO level**: -8.97 eV

```
! wB97M-V def2-TZVPD RIJCOSX def2/J DEFGRID3
* xyz 0 1
C 0.316 1.445 0.147
C 0.771 -0.068 -0.121
C 0.058 -1.223 0.739
C -0.297 -0.739 -0.719
H 0.398 2.031 -0.677
H -0.835 1.230 0.158
H 0.759 1.735 1.178
H 0.684 -2.072 1.027
H -0.721 -0.921 1.564
H -0.137 -1.671 -1.443
H -1.362 0.938 -0.771
O -1.547 -0.260 -0.494
F 1.912 -0.425 -0.588
*
```

=====

5.
DFT (the ωB97M-V functional and the def2-TZVPD basis) results for a cluster of 2 separate species, C4H7FO in total.

Properties
**Calculated total energy**: -9020.2135 eV
**F_max**: 0.084 hartree/bohr
**Orbital gap (spin up / spin down)**: 8.4 / 9.4 eV
**ΔE to the lowest compared entry with this formula, charge and spin**: 584.5 kJ/mol
**HOMO level (spin up / spin down)**: -8.85 / -9.32 eV

```
! wB97M-V def2-TZVPD RIJCOSX def2/J DEFGRID3
* xyz 0 1
C -1.221 -0.925 0.239
C 0.363 0.872 -1.427
C -1.247 -1.757 1.264
C 1.190 1.754 -0.544
O -0.275 -2.438 1.889
F 1.603 1.037 0.554
H -0.135 1.441 -2.281
H -2.003 -0.620 -0.330
H 0.797 -0.094 -1.566
H -2.077 -2.383 1.595
H 0.574 2.715 -0.275
H 1.979 2.152 -1.120
H 0.453 -1.754 2.003
*
```

=====

6.
DFT (the ωB97M-V functional and the def2-TZVPD basis) results for an isolated molecule of C4H7FO.

Properties
**Calculated total energy**: -9023.8806 eV
**SMILES**: O[C@@H]1C[C@H]1CF
**F_max**: 0.074 hartree/bohr
**Orbital gap**: 11.0 eV
**ΔE to the lowest compared entry with this formula, charge and spin**: 230.6 kJ/mol
**HOMO level**: -10.03 eV

```
! wB97M-V def2-TZVPD RIJCOSX def2/J DEFGRID3
* xyz 0 1
O 1.768 0.047 -1.335
C 0.845 -0.523 -0.422
C -0.607 -0.622 -0.887
C -0.240 0.508 0.021
C -0.655 0.671 1.525
F -2.131 0.554 1.671
H 2.031 -0.554 -1.961
H 1.189 -1.284 0.254
H -1.405 -1.316 -0.373
H -0.675 -0.383 -1.984
H 0.024 1.498 -0.485
H -0.103 -0.189 2.151
H -0.042 1.592 1.824
*
```

=====

7.
DFT (the ωB97M-V functional and the def2-TZVPD basis) results for a cluster of 2 separate species, C4H7FO in total.

Properties
**Calculated total energy**: -9024.6071 eV
**SMILES**: CC(F)=C=O.C
**F_max**: 0.027 hartree/bohr
**Orbital gap**: 9.2 eV
**ΔE to the lowest compared entry with this formula, charge and spin**: 160.5 kJ/mol
**HOMO level**: -8.83 eV

```
! wB97M-V def2-TZVPD RIJCOSX def2/J DEFGRID3
* xyz 0 1
C 1.230 0.903 1.218
C 1.610 0.472 -0.167
F 1.621 1.469 -1.108
C 2.120 -0.695 -0.448
O 2.457 -1.793 -0.648
H 1.350 0.075 1.915
H 0.193 1.239 1.227
H 1.873 1.728 1.528
C -0.993 -0.772 -1.176
H -0.568 0.193 -1.405
H -0.898 -1.419 -2.039
H -0.497 -1.225 -0.329
H -2.046 -0.647 -0.941
*
```

=====

8.
DFT (the ωB97M-V functional and the def2-TZVPD basis) results for an isolated molecule of C4H7FO2.

Properties
**Calculated total energy**: -11073.5514 eV
**SMILES**: O=COCCCF
**F_max**: 0.005 hartree/bohr
**Orbital gap**: 11.8 eV
**ΔE to the lowest compared entry with this formula, charge and spin**: 51.1 kJ/mol
**HOMO level**: -10.88 eV

```
! wB97M-V def2-TZVPD RIJCOSX def2/J DEFGRID3
* xyz 0 1
O 2.757 -1.731 -0.033
C 2.109 -0.754 -0.231
O 1.362 -0.167 0.716
C 0.480 0.895 0.322
C -0.950 0.478 0.601
C -1.496 -0.549 -0.382
F -2.453 0.042 -1.199
H 2.093 -0.227 -1.202
H 0.750 1.781 0.895
H 0.628 1.117 -0.740
H -1.597 1.357 0.564
H -0.993 0.080 1.616
H -1.973 -1.388 0.120
H -0.716 -0.933 -1.046
*
```

=====

9.
DFT (the ωB97M-V functional and the def2-TZVPD basis) results for an isolated molecule of C4H7FO2S.

Properties
**Calculated total energy**: -21908.9619 eV
**SMILES**: C[C@@](F)(CO)C(=O)S
**F_max**: 0.034 hartree/bohr
**Orbital gap**: 10.7 eV
**ΔE to the lowest compared entry with this formula, charge and spin**: 0.0 kJ/mol
**HOMO level**: -9.97 eV

```
! wB97M-V def2-TZVPD RIJCOSX def2/J DEFGRID3
* xyz 0 1
C -0.501 -1.650 -0.125
C -0.017 -0.227 -0.278
F 0.183 0.043 -1.632
C -1.026 0.821 0.260
O -0.421 2.081 0.101
C 1.326 -0.074 0.482
O 1.340 -0.304 1.684
S 2.767 0.453 -0.360
H -1.449 -1.700 -0.646
H 0.142 -2.339 -0.586
H -0.521 -1.866 0.919
H -1.152 0.661 1.328
H -1.953 0.705 -0.277
H -0.890 2.674 0.682
H 2.172 0.722 -1.552
*
```

=====

10.
DFT (the ωB97M-V functional and the def2-TZVPD basis) results for an isolated molecule of C4H7FO3.

Properties
**Calculated total energy**: -13116.4194 eV
**F_max**: 0.049 hartree/bohr
**Orbital gap (spin up / spin down)**: 8.6 / 8.2 eV
**ΔE to the lowest compared entry with this formula, charge and spin**: 410.4 kJ/mol
**HOMO level (spin up / spin down)**: -7.96 / -7.53 eV

```
! wB97M-V def2-TZVPD RIJCOSX def2/J DEFGRID3
* xyz 0 1
C -0.238 1.234 0.339
C 1.032 0.312 0.100
C 0.746 -1.056 -0.522
C -1.991 -0.465 0.217
O -1.369 0.530 0.874
O 1.867 1.165 -0.632
O 1.071 -2.234 0.094
F -2.435 -0.120 -1.122
H 0.191 1.884 1.207
H -0.479 1.747 -0.641
H 1.583 0.172 1.007
H -0.024 -1.337 -1.258
H -2.661 -1.149 0.758
H 1.376 1.454 -1.402
H 1.330 -2.137 0.979
*
```

=====

11.
DFT (the ωB97M-V functional and the def2-TZVPD basis) results for an isolated molecule of C4H7FOS2.

Properties
**Calculated total energy**: -30694.3105 eV
**SMILES**: O[C@]1(CF)[C@H](S)[C@@H]1S
**F_max**: 0.105 hartree/bohr
**Orbital gap**: 9.7 eV
**ΔE to the lowest compared entry with this formula, charge and spin**: 134.0 kJ/mol
**HOMO level**: -9.13 eV

```
! wB97M-V def2-TZVPD RIJCOSX def2/J DEFGRID3
* xyz 0 1
O 0.930 0.105 1.174
C -0.215 0.568 0.579
C -0.602 1.958 1.068
F -1.216 1.850 2.274
C -1.021 -0.420 -0.281
S -0.488 -2.167 -0.324
C -0.070 0.452 -0.985
S 1.452 -0.102 -1.681
H 0.582 -0.540 1.974
H -1.331 2.492 0.338
H 0.339 2.583 1.079
H -2.114 -0.070 -0.506
H 0.538 -1.869 -1.215
H -0.453 1.404 -1.392
H 1.951 -0.538 -0.345
*
```

=====

12.
DFT (the ωB97M-V functional and the def2-TZVPD basis) results for a structure of composition C4H7HoO4.

Properties
**Calculated total energy**: -38245.5345 eV
**F_max**: 0.071 hartree/bohr
**Orbital gap (spin up / spin down)**: 5.9 / 6.2 eV
**HOMO level (spin up / spin down)**: -5.77 / -6.13 eV

```
! wB97M-V def2-TZVPD RIJCOSX def2/J DEFGRID3
* xyz 0 5
C -2.547 0.881 0.010
O -3.496 0.818 -0.672
O -1.915 0.969 0.999
Ho 2.011 -0.169 1.404
O 1.820 0.927 -0.550
C 1.142 0.540 -1.657
C 0.165 -0.782 -1.325
O 0.920 -1.702 -0.542
C 1.844 -2.498 -1.253
H 1.819 0.249 -2.490
H 0.438 1.315 -2.024
H -0.090 -1.194 -2.316
H -0.807 -0.871 -0.822
H 2.788 -2.461 -0.695
H 1.478 -3.534 -1.324
H 2.016 -2.111 -2.270
*
```

=====

13.
DFT (the ωB97M-V functional and the def2-TZVPD basis) results for the ion C4H7IN with charge +1.

Properties
**Calculated total energy**: -13841.5688 eV
**SMILES**: I[C@@H]1C[N+]12CC2
**F_max**: 0.085 hartree/bohr
**Orbital gap**: 10.3 eV
**ΔE to the lowest compared entry with this formula, charge and spin**: 355.8 kJ/mol
**HOMO level**: -14.22 eV

```
! wB97M-V def2-TZVPD RIJCOSX def2/J DEFGRID3
* xyz 1 1
I -3.398 -0.297 -0.144
C -1.761 0.934 0.384
C -0.672 1.275 -0.606
N -0.252 0.128 0.145
C 0.846 -0.630 0.624
C -0.069 -1.227 -0.398
H -1.643 1.243 1.445
H -0.908 1.252 -1.581
H -0.248 2.231 -0.381
H 0.871 -1.228 1.576
H 1.911 -0.355 0.348
H 0.353 -1.161 -1.375
H -0.752 -1.990 -0.255
*
```

=====

14.
DFT (the ωB97M-V functional and the def2-TZVPD basis) results for a structure of composition C4H7INO.

Properties
**Calculated total energy**: -15888.0693 eV
**F_max**: 0.085 hartree/bohr
**Orbital gap (spin up / spin down)**: 7.5 / 7.5 eV
**ΔE to the lowest compared entry with this formula, charge and spin**: 378.2 kJ/mol
**HOMO level (spin up / spin down)**: -13.78 / -13.78 eV

```
! wB97M-V def2-TZVPD RIJCOSX def2/J DEFGRID3
* xyz 1 1
C -0.352 1.163 0.797
C -1.913 0.932 -0.787
C 1.077 -0.870 0.331
C -0.939 -0.152 -0.895
N -0.035 -0.035 -0.002
O -1.335 1.837 0.056
I -3.596 -0.258 0.158
H -0.743 0.850 1.779
H 0.515 1.814 0.930
H -2.334 1.380 -1.678
H 1.347 -1.492 -0.521
H 0.830 -1.518 1.176
H 1.924 -0.246 0.616
H -1.478 -1.620 -2.079
*
```

=====

15.
DFT (the ωB97M-V functional and the def2-TZVPD basis) results for a cluster of 2 separate species, C4H7IS in total.

Properties
**Calculated total energy**: -23193.2999 eV
**F_max**: 0.033 hartree/bohr
**Orbital gap (spin up / spin down)**: 7.5 / 7.4 eV
**ΔE to the lowest compared entry with this formula, charge and spin**: 302.7 kJ/mol
**HOMO level (spin up / spin down)**: -7.77 / -7.65 eV

```
! wB97M-V def2-TZVPD RIJCOSX def2/J DEFGRID3
* xyz 0 1
C -1.028 -1.899 -0.846
C 1.533 0.741 0.294
C 0.071 0.502 0.662
C -0.841 0.716 -0.445
S -0.365 -2.553 0.423
I -2.845 1.188 -0.120
H -1.511 -2.400 -1.665
H 1.798 0.172 -0.595
H 1.720 1.794 0.099
H 2.178 0.421 1.109
H 0.003 -0.586 0.984
H -0.212 1.063 1.556
H -0.502 0.840 -1.456
*
```

=====

16.
DFT (the ωB97M-V functional and the def2-TZVPD basis) results for a structure of composition C4H7LaO4.

Properties
**Calculated total energy**: -13302.9250 eV
**F_max**: 0.060 hartree/bohr
**Orbital gap (spin up / spin down)**: 5.7 / 8.1 eV
**ΔE to the lowest compared entry with this formula, charge and spin**: 92.5 kJ/mol
**HOMO level (spin up / spin down)**: -11.19 / -13.70 eV

```
! wB97M-V def2-TZVPD RIJCOSX def2/J DEFGRID3
* xyz 1 2
O 0.737 0.474 0.415
C 1.083 0.327 -0.801
O 1.493 -1.000 -0.926
La 2.242 -0.799 1.696
O 1.223 1.105 -1.722
C -0.918 -2.609 -1.113
H -1.528 -1.897 -1.686
H -1.485 -3.548 -1.075
H -0.802 -2.381 -0.045
C 1.250 -1.740 -2.229
C 0.437 -2.964 -1.916
O 2.484 -1.973 -2.808
H 0.718 -1.061 -2.906
H 1.044 -3.643 -1.297
H 0.175 -3.436 -2.872
H 3.106 -2.289 -2.142
*
```

=====

17.
DFT (the ωB97M-V functional and the def2-TZVPD basis) results for a structure of composition C4H7N.

Properties
**Calculated total energy**: -5745.8874 eV
**F_max**: 0.072 hartree/bohr
**Orbital gap**: 6.9 eV
**ΔE to the lowest compared entry with this formula, charge and spin**: 533.5 kJ/mol
**HOMO level**: -7.45 eV

```
! wB97M-V def2-TZVPD RIJCOSX def2/J DEFGRID3
* xyz 0 1
C 1.312 -0.242 0.813
C 0.717 0.640 -0.288
C -0.225 0.043 -1.122
N -1.151 -1.010 -0.792
C -1.727 -0.069 0.053
H 2.044 0.501 1.300
H 0.574 -0.823 1.520
H 1.940 -1.136 0.452
H 1.273 1.491 -0.662
H -0.337 0.289 -2.183
H -2.773 0.305 -0.263
H -1.647 0.012 1.172
*
```